CHfO3 as an isolated structure at a distorted geometry. Source: the Open Molecules 2025 dataset; level of theory: ωB97M-V/def2-TZVPD.

Structure (XYZ):
```
5
Properties=species:S:1:pos:R:3:forces:R:3:nbo_charge:R:1
Hf -1.3225 -0.6696 -1.6955 2.6353 1.3367 4.9183 2.406
C 0.2780 0.1796 0.6412 8.9494 3.4530 -1.8667 0.939
O -0.2974 -0.8322 0.3241 -5.0489 -8.9864 -2.0083 -0.647
O 1.5345 0.2979 0.8973 -4.6186 -0.2041 1.1792 -0.211
O -0.1925 1.0242 -0.1670 -1.9172 4.4008 -2.2226 -0.486
```
Positions in Å, forces in eV/Å.

Calculated values
total energy = -310.736852 a.u.
charge = +2
Kohn-Sham gap = 0.192 Eh